No. 1
Entry from the OMol25 dataset: C44H62BN2O4PPt as an isolated structure (ωB97M-V/def2-TZVPD).

Summary:
⟨S²⟩: 2.007
ΔE to the lowest compared entry with this formula, charge and spin: 71.8 kJ/mol
gap between HOMO and LUMO (spin up / spin down): 6.70 / 7.85 eV
HOMO energy (spin up / spin down): -6.04 / -8.12 eV
2S+1: 3
M: 919.85 g/mol
max |F|: 0.5 eV/A

Element x y z (Å)
Pt  -0.336  0.210  0.209
C  4.131  1.982  -1.697
C  4.407  0.988  -0.573
C  5.729  0.259  -0.837
C  3.312  -0.036  -0.362
C  3.163  -0.655  0.870
C  2.263  -1.689  1.117
C  2.680  -2.506  2.357
C  1.717  -3.264  3.273
C  3.815  -3.450  1.904
C  1.317  -2.012  0.090
C  1.596  -1.524  -1.216
C  2.550  -0.525  -1.404
C  1.150  -2.273  -2.456
C  2.221  -3.320  -2.792
C  0.918  -1.390  -3.683
C  0.289  -3.095  0.314
C  0.780  -4.398  0.284
C  0.025  -5.499  0.651
C  -1.271  -5.307  1.088
C  -1.810  -4.030  1.044
C  -1.087  -2.915  0.620
P  -2.054  -1.360  0.282
C  -3.077  -1.903  -1.223
C  -3.767  -3.275  -1.157
C  -4.074  -0.794  -1.578
C  -2.103  -2.010  -2.392
C  -3.337  -1.019  1.664
C  -4.669  -1.779  1.580
C  -2.796  -1.251  3.079
C  -3.661  0.480  1.565
H  4.880  2.777  -1.684
H  3.147  2.429  -1.595
H  4.196  1.498  -2.675
H  4.505  1.541  0.366
H  5.656  -0.338  -1.749
H  5.987  -0.413  -0.017
H  6.545  0.973  -0.965
H  3.844  -0.374  1.668
H  3.168  -1.768  3.001
H  0.951  -3.830  2.760
H  1.230  -2.590  3.965
H  2.305  -3.970  3.864
H  3.436  -4.306  1.347
H  4.336  -3.840  2.780
H  4.540  -2.930  1.276
H  2.723  -0.161  -2.408
H  0.241  -2.817  -2.217
H  3.175  -2.832  -3.003
H  1.927  -3.893  -3.674
H  2.376  -4.018  -1.968
H  1.866  -1.074  -4.123
H  0.350  -0.491  -3.448
H  0.380  -1.948  -4.450
H  1.811  -4.544  -0.005
H  0.462  -6.489  0.624
H  -1.873  -6.140  1.427
H  -2.843  -3.907  1.323
H  -4.371  -3.460  -0.280
H  -3.029  -4.077  -1.228
H  -4.422  -3.357  -2.028
H  -4.943  -0.760  -0.918
H  -4.443  -0.988  -2.589
H  -3.602  0.187  -1.570
H  -1.436  -2.855  -2.249
H  -1.528  -1.095  -2.524
H  -2.669  -2.198  -3.309
H  -4.569  -2.851  1.727
H  -5.221  -1.597  0.661
H  -5.294  -1.411  2.398
H  -2.390  -2.252  3.238
H  -3.630  -1.106  3.770
H  -2.048  -0.517  3.353
H  -4.123  0.782  0.629
H  -2.750  1.070  1.680
H  -4.343  0.734  2.382
C  0.683  1.167  9.210
C  0.667  0.064  8.152
C  -0.495  -0.888  8.472
C  1.991  -0.706  8.242
C  0.493  0.616  6.736
C  0.348  1.977  6.475
C  0.175  2.482  5.183
C  0.157  1.574  4.154
O  -0.013  1.775  2.811
B  0.028  0.502  2.207
O  0.263  -0.458  3.204
C  0.314  0.218  4.396
C  0.475  -0.287  5.663
H  0.810  0.720  10.197
H  -0.251  1.731  9.219
H  1.507  1.866  9.052
H  -0.379  -1.303  9.475
H  -0.538  -1.719  7.767
H  -1.449  -0.360  8.427
H  2.135  -1.095  9.253
H  2.834  -0.055  8.002
H  2.013  -1.551  7.553
H  0.361  2.681  7.293
H  0.056  3.541  5.000
H  0.581  -1.353  5.814
C  -3.246  4.911  -1.329
N  -2.017  4.222  -0.965
C  -0.859  4.903  -0.744
C  0.285  4.284  -0.407
C  0.248  2.849  -0.282
O  1.236  2.137  -0.018
N  -0.939  2.202  -0.459
C  -2.089  2.828  -0.822
O  -3.154  2.269  -1.030
H  -3.004  5.932  -1.616
H  -3.946  4.922  -0.493
H  -3.719  4.397  -2.161
H  -0.925  5.976  -0.865
H  1.203  4.823  -0.239

No. 2
Entry from the OMol25 dataset: a 2-piece molecular cluster, C5H10N2O overall (ωB97M-V/def2-TZVPD).

Summary:
⟨S²⟩: 0.762
total charge: +1
ΔE to the lowest compared entry with this formula, charge and spin: 150.9 kJ/mol
gap between HOMO and LUMO (spin up / spin down): 9.22 / 5.21 eV
HOMO energy (spin up / spin down): -13.38 / -13.36 eV
2S+1: 2
M: 114.15 g/mol
max |F|: 3.5 eV/A

Element x y z (Å)
C  -0.739  -2.451  0.493
O  -2.149  -2.443  0.582
H  -2.543  -1.657  0.200
H  -0.338  -1.746  1.297
H  -0.342  -2.038  -0.430
H  -0.333  -3.334  0.927
C  2.058  0.840  -1.442
C  -1.268  1.267  -0.140
C  0.674  1.235  0.809
C  0.842  0.998  -0.577
N  -0.619  1.392  1.113
N  -0.423  0.945  -1.074
H  -1.043  1.569  2.010
H  -2.317  1.616  -0.243
H  1.387  1.432  1.600
H  2.826  1.590  -1.311
H  1.701  0.891  -2.470
H  2.627  -0.107  -1.344

No. 3
Entry from the OMol25 dataset: a 12-piece molecular cluster, C4H28N2O11 overall (ωB97M-V/def2-TZVPD).

Summary:
ΔE to the lowest compared entry with this formula, charge and spin: 249.9 kJ/mol
gap between HOMO and LUMO: 8.87 eV
HOMO energy: -8.67 eV
2S+1: 1
M: 280.27 g/mol
max |F|: 2.5 eV/A

Element x y z (Å)
C  0.490  -0.612  0.636
C  1.005  0.184  -0.501
C  0.720  0.257  -1.871
N  1.575  1.170  -2.483
C  2.252  1.701  -1.482
N  2.008  1.100  -0.290
H  0.241  -1.675  0.382
H  1.116  -0.452  1.480
H  -0.442  -0.151  1.065
H  -0.003  -0.270  -2.432
H  3.044  2.388  -1.622
H  2.670  1.126  0.483
O  -0.707  -4.652  -0.211
H  -0.571  -5.488  -0.650
H  -1.311  -3.956  -0.484
O  -2.795  2.161  0.148
H  -3.365  2.932  0.312
H  -1.872  2.406  -0.091
O  3.952  0.042  1.842
H  4.749  -0.263  1.395
H  3.414  -0.777  1.792
O  -2.789  -3.166  -1.417
H  -2.800  -2.233  -1.142
H  -2.955  -3.107  -2.366
O  -0.183  2.991  2.349
H  -1.048  3.425  2.206
H  0.281  3.472  1.647
O  2.307  2.558  1.995
H  2.931  2.003  2.514
H  1.499  2.436  2.547
O  -2.658  0.045  -2.021
H  -2.720  0.743  -1.368
H  -2.565  0.226  -2.954
O  0.622  -3.637  1.915
H  0.084  -3.507  1.132
H  0.531  -4.559  2.171
O  -0.392  2.920  -0.740
H  -0.414  2.513  -1.617
H  0.415  2.486  -0.399
O  -4.803  1.749  -1.683
H  -4.038  1.877  -1.089
H  -4.788  0.831  -1.963
O  2.770  -2.265  1.050
H  2.414  -2.269  0.159
H  2.130  -2.705  1.654